Entry from the OMol25 dataset: 5 unconnected molecules or ions with the total composition C8H12Cl14 in a non-equilibrium geometry (ωB97M-V/def2-TZVPD).

Atoms and positions in Å:
Cl -1.64 -0.84 -1.09
C -0.41 0.34 -1.37
C -0.17 1.22 -0.07
Cl 0.92 2.53 -0.27
H -0.67 0.93 -2.25
H 0.52 -0.21 -1.49
H 0.39 0.66 0.68
H -1.13 1.52 0.35
Cl -3.58 -5.39 -1.23
C -3.39 -3.61 -0.80
C -4.71 -3.08 -0.18
Cl -5.89 -2.92 -1.50
H -2.95 -3.04 -1.62
H -2.52 -3.46 -0.16
H -4.52 -2.13 0.32
H -5.03 -3.83 0.54
Cl 6.47 0.18 0.29
C 4.99 1.05 0.41
C 3.87 -0.09 0.40
Cl 3.60 -0.76 -1.21
H 5.06 1.72 -0.45
H 4.98 1.55 1.37
H 2.95 0.38 0.73
H 4.19 -0.87 1.10
C -0.97 4.34 -3.26
Cl -1.21 5.21 -1.69
Cl -2.16 3.13 -3.54
Cl -1.07 5.48 -4.67
Cl 0.76 3.64 -3.41
C 0.61 -0.75 4.81
Cl 1.40 0.13 3.45
Cl -1.01 0.05 5.26
Cl 0.64 -2.43 4.33
Cl 1.70 -0.64 6.19

Properties
- E: -183792.55546 eV
- Net charge: +1
- Spin multiplicity: 2
- LUMO energy (alpha / beta): -3.71 / -10.43 eV
- Expectation value of S²: 0.7538
- HOMO (alpha / beta): -12.63 / -12.61 eV

Results of the Löwdin charge analysis, in e, for atoms 1 through 4: Cl 0.757; C -0.611; C -0.594; Cl 0.851